DFT (ωB97M-V/def2-TZVPD) results for a structure of composition C24H32BN6Re in a non-equilibrium geometry.

```
! wB97M-V def2-TZVPD RIJCOSX def2/J DEFGRID3
* xyz 3 2
Re -0.020 -0.036 0.023
B 1.459 2.526 -2.067
N -0.029 2.546 -1.552
C -0.887 3.494 -1.830
C -2.149 3.235 -1.224
C -1.986 2.073 -0.568
N -0.667 1.625 -0.760
N 2.220 1.247 -1.553
C 3.470 0.978 -1.832
C 3.876 -0.246 -1.226
C 2.789 -0.685 -0.570
N 1.742 0.234 -0.761
H 1.453 2.516 -3.265
H 2.022 3.501 -1.660
H -0.584 4.329 -2.450
H -3.036 3.844 -1.283
H -2.686 1.507 0.028
H 4.041 1.657 -2.452
H 4.846 -0.710 -1.287
H 2.649 -1.574 0.025
C -2.511 -1.826 6.249
C -0.985 -1.704 6.053
C -0.416 -0.720 7.076
C -0.327 -3.087 6.249
C -0.729 -1.260 4.637
C -0.045 -0.075 4.322
C 0.160 0.277 3.019
N -0.284 -0.493 1.987
C -0.960 -1.663 2.264
C -1.183 -2.047 3.552
C -1.387 -2.402 1.060
C -2.070 -3.585 1.058
C -2.433 -4.211 -0.153
C -2.059 -3.562 -1.346
C -1.378 -2.385 -1.305
N -1.035 -1.793 -0.122
C -3.183 -5.514 -0.206
C -4.501 -5.271 -0.975
C -2.313 -6.531 -0.979
C -3.498 -6.065 1.185
H -2.701 -2.148 7.273
H -2.963 -2.565 5.584
H -3.011 -0.867 6.098
H -0.631 -1.091 8.076
H -0.875 0.268 6.997
H 0.668 -0.623 6.996
H -0.510 -3.412 7.272
H 0.753 -3.040 6.097
H -0.741 -3.847 5.584
H 0.329 0.574 5.099
H 0.686 1.186 2.755
H -1.714 -2.967 3.749
H -2.337 -4.050 1.995
H -2.304 -3.986 -2.309
H -1.081 -1.869 -2.209
H -4.329 -4.982 -2.013
H -5.110 -4.502 -0.495
H -5.073 -6.198 -0.983
H -2.152 -6.235 -2.016
H -2.828 -7.491 -0.987
H -1.342 -6.673 -0.500
H -4.141 -5.392 1.759
H -2.592 -6.284 1.756
H -4.039 -7.003 1.074
*
```

Calculated values
LUMO (alpha / beta)	-0.455 / -0.438	hartree
energy	-37127.3811	eV
Kohn-Sham gap (alpha / beta)	5.8 / 6.2	eV
expectation value of S²	0.7638
strongest force on any atom	1.207	eV/Å